127
Properties=species:S:1:pos:R:3:forces:R:3 method="wB97M-V/def2-TZVPD" de_lowest_kcal_mol=123.51 orbital_gap_ev=7.925 e_tot_ha=-2346.1780 charge=0 e_homo_ha=-0.2931
N -36.21106 -48.55166 -26.10770 0.70 -11.71 1.76
H -36.39046 -48.35732 -25.20710 -1.86 1.06 4.73
H -36.96955 -48.84573 -26.61702 -2.61 -0.43 -1.32
H -35.53163 -49.41927 -25.98155 -1.09 2.69 -0.78
H -35.86235 -47.80081 -26.36957 4.89 8.98 -4.01
O -35.90372 -46.15001 -24.69075 -0.45 -0.60 -0.40
H -35.68967 -45.42445 -24.10178 -0.14 0.14 0.00
C -36.65048 -45.40906 -31.26012 -0.65 0.10 -1.00
O -35.94041 -44.91174 -30.09451 0.92 1.40 -2.05
C -36.09556 -45.55958 -28.86179 -1.76 -2.06 -2.67
C -37.40291 -45.20967 -28.24585 -0.51 0.62 3.56
N -37.60092 -46.09147 -27.03841 0.66 -0.74 -0.92
C -38.91650 -46.29104 -26.59506 -0.18 -1.33 4.88
C -39.39345 -45.10706 -25.56057 0.55 -8.40 4.51
O -40.75037 -45.29081 -25.11977 2.83 -0.44 -0.26
C -41.05645 -44.41539 -24.08366 -5.18 -0.17 -2.33
H -36.23139 -44.80521 -32.18821 -0.61 -1.54 2.02
H -37.74186 -45.11146 -31.19892 1.05 -0.30 0.03
H -36.69736 -46.60619 -31.49453 0.78 2.71 0.94
H -35.25648 -45.58624 -28.20727 0.76 1.00 0.41
H -36.13510 -46.54828 -29.29948 -0.36 -1.46 1.18
H -38.30277 -45.37297 -28.91932 1.23 0.41 0.75
H -37.33382 -44.16340 -27.79833 -0.38 -0.68 -1.36
H -37.07519 -46.11943 -26.09884 0.75 1.56 -1.73
H -38.66629 -47.25667 -25.85487 -1.95 1.88 -1.67
H -39.69966 -46.47800 -27.33963 0.23 -0.07 0.15
H -39.32697 -44.32731 -26.02440 0.17 8.99 -5.92
H -38.63424 -44.80525 -24.70336 -1.23 -1.79 -1.00
H -41.99938 -44.99090 -23.78363 0.04 1.94 -0.19
H -41.22546 -43.35035 -24.48104 0.13 -1.39 0.88
H -40.63353 -44.46529 -23.15966 2.86 -0.04 2.14
C -38.65926 -53.92364 -26.72786 2.12 0.20 -2.23
O -38.48522 -53.28344 -25.52396 1.21 -1.23 0.41
C -38.15909 -51.91420 -25.66058 -0.08 -3.09 7.02
C -38.11150 -51.39024 -24.15609 2.81 1.33 -3.36
N -38.53024 -49.95555 -24.25210 7.25 -0.68 1.46
C -38.54473 -49.45018 -22.92091 1.95 0.66 1.75
C -38.67251 -47.86980 -22.86406 3.12 0.75 -1.91
O -38.93348 -47.49057 -21.59067 0.09 1.64 4.11
C -38.75942 -46.10439 -21.27479 -0.61 1.07 4.27
H -38.92459 -54.90351 -26.62706 -0.81 -2.67 1.11
H -37.87391 -54.03706 -27.57049 0.35 0.76 1.85
H -39.39251 -53.52356 -27.33396 -2.31 1.49 -0.92
H -38.89517 -51.65813 -26.23428 -4.27 3.34 -3.18
H -37.26495 -51.80699 -26.06498 4.22 0.63 -2.18
H -37.00699 -51.63805 -23.69758 -2.77 1.14 -1.07
H -38.83244 -51.85403 -23.59694 -1.57 -1.84 1.51
H -39.39960 -49.98640 -24.50669 -6.26 -0.16 -2.47
H -37.48196 -49.78966 -22.49326 -2.22 1.25 -0.38
H -39.28754 -50.07138 -22.33366 0.40 1.31 -0.01
H -39.37611 -47.27763 -23.36206 -2.10 -0.61 -2.32
H -37.71490 -47.23752 -23.39521 -1.34 -2.15 1.63
H -38.60627 -45.80293 -20.01755 -0.57 -1.89 -3.27
H -39.52068 -45.29684 -21.46310 -0.06 -1.52 -0.71
H -37.84656 -45.72683 -21.60371 1.72 0.39 -1.20
C -34.67324 -48.68639 -20.19899 7.24 -0.22 3.24
O -34.19554 -49.33611 -21.31702 0.78 0.57 -2.62
C -34.64717 -48.59412 -22.54010 0.88 0.78 1.27
C -33.30255 -48.29569 -23.34317 -3.43 3.36 1.16
N -33.68129 -47.74137 -24.60920 1.34 -3.38 -0.62
C -32.58693 -47.26527 -25.33963 -0.56 4.14 -1.13
C -33.06372 -46.62734 -26.66716 -1.50 3.33 -0.75
O -31.99363 -45.94230 -27.37555 0.19 -1.11 -0.42
C -32.38048 -45.15251 -28.53070 -1.22 0.00 1.65
H -34.19679 -48.93722 -19.14624 -1.01 -0.07 -2.47
H -35.58424 -48.77675 -20.31291 -9.65 -1.94 0.79
H -34.69776 -47.66099 -20.28731 1.45 2.97 -0.19
H -35.36692 -47.64064 -22.28728 2.18 -2.07 -0.53
H -35.30418 -49.24353 -23.12735 0.19 -0.22 0.01
H -32.82123 -49.16182 -23.54794 1.80 -2.82 0.14
H -32.68157 -47.52751 -22.82820 -0.11 -0.81 0.36
H -34.40237 -47.12845 -24.52789 -2.80 2.88 0.23
H -31.97361 -48.03651 -25.60680 2.24 -1.99 -0.24
H -32.04577 -46.38688 -24.80406 -0.26 -1.45 -0.68
H -33.80348 -45.77241 -26.39783 0.81 -1.30 0.02
H -33.68876 -47.20589 -27.40279 0.87 -0.42 0.67
H -31.49113 -44.74293 -29.03489 -0.25 -1.20 -0.29
H -32.77609 -44.23379 -28.10608 -0.66 0.38 0.02
H -33.25230 -45.60958 -29.11037 1.68 0.34 0.19
C -27.96336 -44.28637 -20.21697 1.15 6.44 -2.53
O -29.22627 -43.75144 -20.51751 1.38 -1.03 -1.47
C -29.29156 -43.54024 -21.90690 -0.17 2.00 -1.99
C -30.73747 -43.01383 -22.24497 3.10 -5.36 -1.93
N -30.84281 -42.92149 -23.72987 -6.26 -7.79 2.49
C -32.26192 -42.47667 -23.99443 1.44 -2.72 -2.32
C -32.48519 -42.33547 -25.52118 -0.35 2.18 -0.10
O -33.75059 -41.75041 -25.86548 0.61 1.15 0.39
C -34.85816 -42.52473 -25.57459 2.82 -3.83 -3.20
H -27.09576 -43.54383 -20.36794 -1.45 0.19 1.33
H -27.36973 -44.97346 -20.63868 0.41 -3.68 -4.59
H -27.93696 -44.80387 -19.41562 -0.52 -1.99 7.02
H -28.82044 -44.29913 -22.54699 -1.51 -1.47 0.50
H -28.61342 -42.82635 -22.41572 0.42 1.26 1.56
H -30.83560 -42.04343 -21.98070 -0.81 2.64 2.49
H -31.21255 -43.90769 -21.77277 -1.32 1.53 -0.54
H -30.44126 -42.17087 -23.93247 5.30 7.85 -2.32
H -32.46923 -41.68806 -23.34670 -0.76 2.06 0.46
H -32.90752 -43.27558 -23.73004 -0.66 -0.90 0.65
H -32.48251 -43.22148 -26.11315 0.54 -1.48 0.38
H -31.73724 -41.68427 -26.02453 -0.32 -0.13 0.60
H -35.61720 -42.36983 -26.24773 -1.68 0.99 -2.17
H -35.31884 -42.40473 -24.70348 -1.18 0.50 4.41
H -34.63450 -43.65011 -25.79435 -0.24 1.48 0.88
C -40.56324 -41.00088 -15.77540 0.27 -1.24 -0.01
O -41.50871 -41.32737 -16.78733 -2.00 1.62 1.86
C -41.08517 -41.80978 -18.05530 3.22 3.14 3.23
C -40.61294 -40.61104 -18.95179 1.54 -1.02 2.41
N -39.95039 -41.16715 -20.04485 -2.89 1.50 -3.95
C -38.73925 -41.78622 -19.84972 2.42 1.41 -1.07
C -38.04385 -42.07141 -21.19787 0.48 0.36 2.37
O -36.77261 -42.88238 -20.78201 -3.03 1.03 -1.95
C -36.06890 -43.15239 -21.99014 -0.34 -3.28 -0.19
H -40.92570 -40.86348 -14.74704 -1.29 -0.37 -0.54
H -40.05041 -40.05455 -15.88314 0.64 0.05 -0.89
H -39.92554 -41.89602 -15.64862 0.58 0.62 -0.26
H -41.95283 -42.15231 -18.48701 -1.49 -1.81 -1.03
H -40.27689 -42.43405 -17.61721 -0.15 -0.75 -2.07
H -39.83500 -39.93440 -18.43848 -1.55 -0.45 0.12
H -41.50463 -40.12707 -19.28013 -0.43 0.81 -0.03
H -40.05209 -40.53213 -20.83864 0.63 -0.40 0.17
H -39.03566 -42.66668 -19.40914 0.59 -2.49 1.25
H -38.11299 -41.19258 -19.20701 0.78 0.19 0.70
H -38.00039 -41.11526 -21.86875 1.09 -1.63 1.29
H -38.89185 -42.60189 -21.57505 0.34 -1.58 -1.49
H -35.11507 -43.74421 -21.88101 -1.02 0.67 0.56
H -35.88014 -42.22583 -22.33225 1.38 3.10 -1.85
H -36.64473 -43.68842 -22.82304 0.21 0.42 1.31